1.
The following is a DFT calculation (ωB97M-V/def2-TZVPD) of a molecular structure, FNNdO3S2 in a non-equilibrium geometry.

LUMO level (spin up / spin down) = -8.42 / -6.89 eV
molar mass = 289.38 g/mol
highest occupied orbital energy (spin up / spin down) = -0.502 / -0.503 hartree

```
! wB97M-V def2-TZVPD RIJCOSX def2/J DEFGRID3
* xyz 1 4
O -2.257 2.206 0.174
S 1.046 1.094 0.038
S -1.654 1.039 0.874
N 0.005 1.550 1.075
F 1.923 -1.688 0.433
O -1.537 -0.135 -0.163
O 2.389 1.650 0.259
Nd -0.114 -1.765 -0.810
*
```

=====

2.
The following is a DFT calculation (ωB97M-V/def2-TZVPD) of a molecular structure, C51H39AsBrN3O2PS2V in a non-equilibrium geometry.

LUMO level (spin up / spin down) = -4.12 / -3.55 eV
molar mass = 1026.77 g/mol
highest occupied orbital energy (spin up / spin down) = -0.358 / -0.358 hartree
energy relative to the best compared isomer or geometry (same formula, charge and spin) = 5.7 kcal per mole

```
! wB97M-V def2-TZVPD RIJCOSX def2/J DEFGRID3
* xyz 1 2
H -2.767 4.900 -3.476
H 0.688 4.941 2.594
H 6.441 3.259 -0.957
C -1.264 4.148 -2.132
C 5.338 0.151 -1.674
O -0.243 0.076 -2.099
C -0.162 -0.225 2.848
C -1.137 5.596 1.674
C 4.685 -3.734 -4.742
H 4.663 -3.519 -1.364
C 3.838 -2.674 -5.038
N -1.663 1.986 -1.208
N -0.828 -2.101 -0.902
S 0.413 -0.417 1.188
C -0.245 -3.531 -2.716
H -4.076 2.767 3.215
H -0.007 3.113 -0.750
C -2.831 1.927 -1.880
C -6.680 0.610 3.169
H 7.281 1.056 -1.743
H -6.743 -1.231 2.068
C -1.810 0.532 4.426
S -5.132 0.393 -2.330
C 0.195 -0.560 5.193
C -5.923 1.725 3.497
C -0.912 3.080 -1.337
C -3.919 -1.536 -1.182
C -0.272 4.642 2.191
C 4.978 -4.033 -3.419
C -3.030 -0.421 -1.073
C -2.743 3.875 1.188
C 3.462 -3.310 2.588
C -4.652 1.887 2.963
Br -1.931 -2.831 1.528
C 6.231 1.198 -1.529
H -3.722 -2.529 -0.802
O 0.163 -0.964 -4.060
C 2.655 -3.846 1.588
C -1.022 0.055 5.466
C 4.140 -2.123 2.359
V -1.097 -0.109 -0.478
H 3.601 -2.439 -6.068
C 2.526 -3.185 0.379
H 2.133 -4.780 1.755
H 5.643 -4.854 -3.183
H 1.940 2.669 -0.313
C -0.608 -4.632 -1.949
H 5.702 -0.818 -1.995
C -0.086 -1.003 -2.897
H -6.316 2.470 4.177
C -4.126 0.916 2.112
C -6.158 -0.357 2.323
C 4.004 -1.458 1.143
P 2.824 -1.115 -1.422
C -2.374 5.211 1.172
H -4.469 -0.985 1.170
H 1.908 -3.616 -0.405
C -4.878 -0.212 1.806
H 1.465 1.313 -1.213
H 0.115 -3.613 -3.732
C -5.084 -1.232 -1.819
C -0.635 3.300 2.201
C 3.980 0.301 -1.391
C -2.462 4.086 -2.832
C -1.191 -3.153 -0.176
C 4.414 2.605 -0.812
C 0.635 -0.702 3.885
H 4.783 -1.710 3.125
H 4.529 -0.525 0.981
H -7.677 0.494 3.575
H -2.758 1.008 4.643
C -3.259 2.967 -2.695
C -1.875 2.917 1.705
H -0.848 6.638 1.660
H 0.051 2.561 2.599
C 4.426 -3.276 -2.393
H -3.049 5.951 0.762
H -1.404 -5.276 -0.049
H -3.706 3.579 0.785
H -0.538 -5.631 -2.356
C -0.360 -2.287 -2.148
C 3.199 -1.983 0.141
C 5.758 2.429 -1.085
As -2.288 1.032 1.536
H -4.198 2.886 -3.226
H 4.049 3.569 -0.475
C -1.380 0.384 3.116
C 3.509 1.554 -0.972
H -0.613 5.008 -2.195
C 3.581 -2.207 -2.681
H -1.358 0.163 6.488
H 5.113 -4.327 -5.539
H 3.559 -3.818 3.539
C -1.091 -4.447 -0.666
H 0.806 -0.933 6.005
N 2.168 1.742 -0.628
H 2.623 -1.096 -4.254
H -5.921 -1.885 -2.012
C -3.565 0.677 -1.701
C 3.289 -1.917 -4.014
H 1.580 -1.181 3.661
*
```

=====

> Which of these has the lowest molar mass?

FNNdO3S2